1.
The following is a DFT calculation (ωB97M-V/def2-TZVPD) of C3H6FN2 as an isolated structure.

The geometry in XYZ format:
```
12
Properties=species:S:1:pos:R:3:forces:R:3
C 0.464 -0.195 -1.446 0.4102 -3.4821 5.6135
C 0.173 -0.401 1.075 1.1452 1.4445 1.9911
C -0.706 0.709 0.442 -1.8002 -1.8888 -0.0912
N 0.552 -1.385 0.094 -4.3977 4.1450 -4.2028
N -0.332 0.647 -0.938 0.3414 4.0921 -4.2890
F 0.894 -0.387 -2.605 -0.2761 0.3048 -0.2851
H 0.999 0.069 1.722 -0.5166 -0.3815 -1.5640
H -0.340 -0.915 1.857 -1.0349 -0.4994 0.3259
H -1.800 0.355 0.218 1.4126 0.9425 1.9215
H -0.574 1.759 0.823 -0.3586 -1.2988 -0.2004
H 1.403 -1.755 0.251 4.0675 -1.2795 0.1287
H -0.733 1.497 -1.492 1.0072 -2.0988 0.6518
```
Positions in Å, forces in eV/Å.

The value obtained for the frontier orbital gap is 10.081 eV. For the LUMO energy, the calculation gives -4.75 eV. As for the total charge: +1. Its HOMO energy is -14.83 eV.

---

2.
The following is a DFT calculation (ωB97M-V/def2-TZVPD) of one molecule with the formula C3H5N5O.

The geometry in XYZ format:
```
14
Properties=species:S:1:pos:R:3:forces:R:3
C 1.320 0.273 0.384 -0.7386 1.2677 -0.7675
C 0.093 1.165 -0.116 1.4599 1.6081 3.6137
N -0.937 0.395 -0.647 0.2002 -4.7123 -0.0325
O -2.249 0.618 -0.283 -0.1306 3.5633 -0.6967
N -2.812 -0.482 0.021 -0.6754 -4.3285 2.0933
N -1.985 -1.471 0.205 -3.4724 1.9456 -0.7882
C -0.807 -0.974 -0.152 5.5641 -0.7008 -2.3743
N 0.317 -1.668 -0.259 -2.9942 0.0463 0.8187
N 1.421 -0.921 -0.539 -1.0825 3.4471 0.2390
H 2.166 1.045 0.446 -0.7837 -1.7373 -0.2379
H 1.053 -0.168 1.348 0.3166 0.4074 0.2821
H -0.313 1.805 0.753 0.7534 -0.8686 -1.0686
H 0.500 1.802 -0.832 0.3612 1.2552 -1.3645
H 2.235 -1.418 -0.329 1.2219 -1.1933 0.2834
```
Positions in Å, forces in eV/Å.

The value obtained for the frontier orbital gap is 8.239 eV. For the LUMO energy, the calculation gives -0.15 eV. As for the total charge: 0. Its HOMO energy is -8.39 eV. Its structure (SMILES) is C1CN2ON=NC2=NN1.

---

3.
The following is a DFT calculation (ωB97M-V/def2-TZVPD) of one molecule with the formula C4H6FNO.

The geometry in XYZ format:
```
13
Properties=species:S:1:pos:R:3:forces:R:3
O -0.683 1.373 0.463 -1.0657 0.7371 0.7268
C 0.007 0.718 -0.243 0.8170 -1.8677 -1.6743
C 1.238 1.314 -0.967 -0.4473 -0.7890 5.6891
F 1.422 2.586 -0.297 0.0965 -1.5366 -2.4295
C -0.188 -0.839 -0.372 -3.3224 3.4639 5.1933
C -0.572 -1.280 1.134 0.4402 -1.2778 -0.8580
N -1.620 -1.218 0.122 1.2940 2.2782 -0.0110
H 1.077 1.164 -2.000 0.5800 0.9574 -1.3850
H 1.968 0.609 -0.446 0.0368 1.0390 -1.4979
H 0.308 -1.359 -1.101 0.9685 -1.6338 -1.3234
H -0.710 -0.486 1.952 0.9925 -1.3652 -1.3379
H -0.244 -2.351 1.408 -0.6006 1.9486 -0.2148
H -2.004 -0.230 0.347 0.2104 -1.9540 -0.8772
```
Positions in Å, forces in eV/Å.

The value obtained for the frontier orbital gap is 10.846 eV. For the LUMO energy, the calculation gives 0.86 eV. As for the total charge: 0. Its HOMO energy is -9.98 eV. Its structure (SMILES) is O=C(CF)[C@H]1CN1.

---

4.
The following is a DFT calculation (ωB97M-V/def2-TZVPD) of one molecule with the formula CHNO4.

The geometry in XYZ format:
```
7
Properties=species:S:1:pos:R:3:forces:R:3
O 4.102 1.297 0.184 -2.3533 0.6683 -1.0516
N 3.574 0.313 -0.032 3.4105 -2.5340 1.1622
O 2.128 0.175 -0.484 4.0664 2.7221 -2.4380
C 1.588 -0.893 0.163 -0.1954 -4.1596 0.9138
O 1.993 -2.020 0.285 -0.2168 1.9225 0.0012
O 0.464 -0.300 0.483 -1.4580 -1.4357 0.7732
H 0.877 0.389 -0.103 -3.2534 2.8164 0.6392
```
Positions in Å, forces in eV/Å.

The value obtained for the frontier orbital gap is 10.110 eV. For the LUMO energy, the calculation gives -1.29 eV. As for the total charge: 0. Its HOMO energy is -11.40 eV. Its structure (SMILES) is O=NOC(=O)O.

---

5.
The following is a DFT calculation (ωB97M-V/def2-TZVPD) of C25H22BrN5O3Re as an isolated structure.

The geometry in XYZ format:
```
57
Properties=species:S:1:pos:R:3:forces:R:3
Re 10.483 9.293 10.831 -1.2242 2.0864 1.3003
O 11.236 5.920 14.576 -0.4053 -0.5593 -0.7032
C 12.193 6.669 15.001 -2.3870 1.5177 -1.2540
C 13.012 6.212 16.005 1.8881 0.6819 0.2925
C 14.075 6.959 16.461 -1.0072 -0.5586 -0.0571
C 14.082 8.313 16.138 0.0584 1.9725 -0.8071
C 13.198 8.858 15.200 0.0390 0.0540 -0.0600
C 12.273 8.056 14.506 0.1818 -1.2859 -1.2692
C 11.529 8.373 13.246 0.6018 -1.2144 3.5481
O 11.668 9.422 12.483 -0.1606 -0.0918 -0.7192
N 10.552 7.487 12.969 1.6204 1.1949 0.5262
N 9.857 7.766 11.886 -4.0991 -2.2132 -2.0190
C 8.671 7.039 11.686 3.3126 0.5896 2.3143
C 7.714 7.310 10.739 -0.1869 2.1662 -1.6982
C 6.426 6.741 10.774 -1.0579 -1.5224 0.0640
C 5.503 6.861 9.767 1.3058 1.3214 -0.1172
C 5.800 7.789 8.741 -1.5887 -0.6591 -1.0063
C 7.004 8.368 8.606 2.5931 2.5548 0.8329
C 7.954 8.267 9.689 -0.4732 -0.7350 -1.8588
O 9.074 8.985 9.527 -0.9545 -0.7585 0.3649
H 10.650 6.578 13.643 0.4083 -1.4763 1.4599
H 12.816 5.250 16.347 -0.1054 -1.6138 0.4490
H 14.820 6.507 17.114 -0.2543 0.3133 0.0162
H 14.797 8.964 16.641 -0.2239 -0.0560 -0.2275
H 13.044 9.904 14.959 0.9798 0.2429 0.3690
H 8.559 6.201 12.408 -0.1172 0.7483 -0.4510
H 6.138 6.151 11.634 0.2885 -0.2805 0.0298
H 4.589 6.327 9.694 -0.6760 -0.2718 0.5442
H 5.031 8.060 8.004 0.2856 -0.4622 0.2627
H 7.274 9.154 7.817 -0.6466 -1.4358 1.1195
C 10.416 12.852 6.424 0.7979 -1.5091 0.1380
C 10.126 12.591 7.876 -1.3808 1.0360 2.3440
C 9.231 13.414 8.700 0.8021 -0.7447 -3.1338
C 8.810 13.009 9.935 -0.6917 0.2170 1.0744
C 9.358 11.901 10.499 1.1382 -1.0787 -0.8500
Br 8.690 11.046 12.100 0.5885 0.3124 -0.7104
N 10.336 11.215 9.858 -0.9614 0.3939 1.2950
C 10.662 11.522 8.596 1.5776 -0.2237 -0.2862
H 10.647 11.839 5.987 -0.5103 0.9739 0.0718
H 11.389 13.368 6.329 -0.7376 0.3610 -0.1351
H 9.558 13.307 5.903 0.6989 0.0008 0.1992
H 8.757 14.285 8.216 0.3523 -0.4148 0.4109
H 8.016 13.485 10.481 -0.1225 0.5065 -0.0718
H 11.519 10.876 8.276 -1.0599 0.6902 -0.4537
N 14.425 7.728 6.460 -1.3524 -0.1869 0.8419
C 13.592 7.977 7.483 -0.1084 1.1685 1.4614
C 14.033 8.777 8.692 -2.5046 -2.4777 -1.4887
C 13.114 8.871 9.712 -0.6947 1.8810 -1.1698
N 11.768 8.524 9.591 2.0117 -1.5238 -0.3633
C 11.376 7.702 8.569 1.6021 -0.4461 0.3475
C 12.221 7.499 7.501 -0.0261 0.1249 0.3169
H 15.367 8.064 6.481 0.3315 -0.0815 -0.0951
H 14.148 7.014 5.797 0.3124 0.3584 -0.1102
H 15.020 9.159 8.772 0.6481 0.1888 0.1341
H 13.270 9.541 10.563 0.4313 -0.5355 -0.0646
H 10.533 7.019 8.776 -0.0047 1.0971 -0.6698
H 11.707 6.971 6.706 0.8675 -0.3373 -0.2782
```
Positions in Å, forces in eV/Å.

The spin multiplicity is 4. The value obtained for the frontier orbital gap (alpha / beta) is 5.330 / 4.074 eV. For the LUMO energy (alpha / beta), the calculation gives -6.67 / -7.80 eV. As for the total charge: +2. Its HOMO energy (alpha / beta) is -12.00 / -11.87 eV.

---

no.,M (g mol⁻¹)
1,89.093
2,127.107
3,103.096
4,91.022
5,706.594